Record 1
ORCA calculation (ωB97M-V/def2-TZVPD) on a cluster of 3 separate species, C37H49BrClF6O8 in total.

Computed properties:
**E**: -154416.18632 eV
**LUMO energy**: 1.36 eV
**F_max**: 0.9 eV Å⁻¹
**Charge**: -1

Last column: Löwdin charge in e.
Atoms and positions in Å:
1 C 0.87979 1.16645 3.87118  -0.1163
2 C -0.50514 1.42998 3.28046  -0.2435
3 C -0.60618 2.64124 2.31048  -0.2114
4 C 0.62218 3.55493 2.25128  -0.2157
5 C 0.36818 4.74491 1.30476  -0.1792
6 C 1.48595 4.96103 0.26242  -0.1910
7 C 1.05154 4.78869 -1.21146  -0.1975
8 C 1.90654 3.75181 -1.94860  -0.2092
9 C 1.74082 2.33207 -1.41083  -0.2149
10 C 0.59292 1.57403 -2.07717  -0.1972
11 C 0.48495 0.11528 -1.61486  -0.1980
12 C -0.49215 -0.05347 -0.45200  -0.1963
13 C -0.79965 -1.52988 -0.14288  -0.1959
14 C -2.29986 -1.82853 -0.00496  -0.1905
15 C -2.83052 -1.73317 1.43458  -0.1977
16 C -4.17237 -1.00691 1.58510  -0.1831
17 C -4.03789 0.53166 1.60021  -0.1628
18 C -4.28490 1.21248 0.24966  -0.1376
19 C -5.75888 1.47303 0.00928  -0.1183
20 C -6.39766 2.31637 0.92570  0.0311
21 C -7.74590 2.64800 0.87618  -0.1146
22 C -8.24229 3.57147 2.02101  -0.7170
23 O -9.23017 4.29341 1.83831  -0.0879
24 O -7.52471 3.48411 3.03993  -0.0595
25 C -8.50415 2.11984 -0.18819  -0.4871
26 Br -10.33844 2.59922 -0.31264  0.8549
27 C -7.90532 1.26269 -1.13944  -0.1041
28 C -6.52319 0.92571 -1.03387  -0.0416
29 C -5.91930 0.00075 -2.01611  -0.3513
30 O -4.94859 -0.69045 -1.82322  0.0711
31 C -6.59996 -0.09007 -3.33425  -0.5740
32 Cl -5.68960 -0.67813 -4.67931  0.7064
33 C -7.87624 0.23148 -3.46643  -0.0122
34 C -8.65726 0.67084 -2.28711  -0.3717
35 O -9.84696 0.49343 -2.33132  0.0484
36 H 0.77868 0.39404 4.63451  0.0669
37 H 1.53679 0.76246 3.10378  0.0657
38 H 1.31414 2.03067 4.36268  0.0632
39 H -0.77596 0.54608 2.70413  0.0666
40 H -1.25120 1.54794 4.06240  0.1030
41 H -0.87260 2.32703 1.30137  0.0855
42 H -1.43508 3.25860 2.65973  0.1114
43 H 1.49445 2.97679 1.95269  0.0881
44 H 0.77728 3.94020 3.25809  0.1059
45 H -0.55277 4.54396 0.76315  0.0952
46 H 0.26139 5.66295 1.87642  0.1039
47 H 2.30772 4.26392 0.41949  0.0799
48 H 1.92434 5.95306 0.36158  0.1011
49 H 1.06446 5.74307 -1.73566  0.1017
50 H 0.02292 4.42602 -1.26509  0.0979
51 H 2.94847 4.06735 -1.88125  0.0968
52 H 1.64363 3.75644 -3.00838  0.1070
53 H 2.66825 1.79240 -1.55818  0.0820
54 H 1.56552 2.32445 -0.33082  0.1041
55 H 0.74246 1.63041 -3.15655  0.1080
56 H -0.32830 2.11729 -1.85317  0.1077
57 H 0.20186 -0.51233 -2.45883  0.1085
58 H 1.47744 -0.18522 -1.27429  0.1028
59 H 0.00379 0.37765 0.41787  0.0929
60 H -1.41124 0.48227 -0.68205  0.1011
61 H -0.26080 -1.87400 0.74009  0.1045
62 H -0.43002 -2.14268 -0.96788  0.0981
63 H -2.43995 -2.86090 -0.32645  0.1044
64 H -2.86520 -1.21807 -0.70010  0.0787
65 H -2.97834 -2.74767 1.80952  0.1007
66 H -2.10263 -1.28348 2.11125  0.0896
67 H -4.85390 -1.29264 0.78408  0.1061
68 H -4.61355 -1.33614 2.52523  0.1032
69 H -3.03835 0.77825 1.96242  0.0871
70 H -4.71602 0.92525 2.35341  0.1075
71 H -3.81403 2.19890 0.31103  0.1182
72 H -3.80117 0.69390 -0.56275  0.0764
73 H -5.82420 2.74769 1.73221  0.1207
74 H -8.39342 0.13518 -4.40691  0.1193
75 C 6.51753 -2.24295 0.40899  -0.0654
76 C 5.58094 -1.48917 1.32706  -0.1853
77 O 5.68382 -0.06371 1.13208  0.0367
78 C 5.00497 0.42950 0.10763  -0.3963
79 O 4.32664 -0.18084 -0.66397  0.1695
80 C 5.16961 1.95857 0.06581  -0.5404
81 F 6.44554 2.32400 0.24659  0.1658
82 F 4.44084 2.52742 1.03572  0.1661
83 F 4.75781 2.44367 -1.10198  0.1624
84 H 7.54164 -1.88965 0.53630  0.0891
85 H 6.47954 -3.30535 0.62966  0.0696
86 H 6.24523 -2.09676 -0.63508  0.0812
87 H 5.84835 -1.65850 2.36798  0.1254
88 H 4.54764 -1.80782 1.19571  0.1279
89 C 5.76712 -8.79389 -2.76774  -0.0591
90 C 6.17307 -8.65310 -1.31719  -0.1944
91 O 7.22585 -7.68007 -1.16104  0.0336
92 C 6.84243 -6.41256 -1.13261  -0.4016
93 O 5.72550 -5.99793 -1.22016  0.1748
94 C 8.06575 -5.50523 -0.91777  -0.5443
95 F 9.09275 -5.86614 -1.69503  0.1691
96 F 8.47482 -5.57374 0.35855  0.1645
97 F 7.76118 -4.23962 -1.18798  0.1594
98 H 6.63446 -9.03052 -3.38474  0.0833
99 H 5.02950 -9.58795 -2.87635  0.0833
100 H 5.33535 -7.86789 -3.14579  0.0793
101 H 6.58556 -9.58754 -0.94323  0.1244
102 H 5.32617 -8.38756 -0.68613  0.1261

---

Record 2
ORCA calculation (ωB97M-V/def2-TZVPD) on a structure of composition C37H49F7N2O7PbS2Si5 at a distorted geometry.

Computed properties:
**E**: -141808.79350 eV
**LUMO energy**: -1.56 eV
**F_max**: 1.4 eV Å⁻¹
**Energy relative to the best compared isomer or geometry (same formula, charge and spin)**: 21.4 kcal per mole

Last column: Löwdin charge in e.
Atoms and positions in Å:
1 Pb 1.45388 -2.16270 -0.74663  1.2995
2 F -0.22597 -5.57170 -0.47113  0.1101
3 C -1.02114 -5.94555 0.53492  -0.6698
4 F -2.24458 -6.12989 0.02934  0.1322
5 F -0.57999 -7.10636 1.00631  0.1448
6 S -1.06342 -4.61666 1.84696  0.5665
7 O -1.21416 -3.40726 1.07859  -0.3469
8 O -2.13202 -4.99954 2.70541  -0.2595
9 N 0.36052 -4.73033 2.52433  -0.2805
10 S 1.51665 -3.83025 1.95565  0.5431
11 O 2.15660 -4.35468 0.77627  -0.3906
12 O 1.25861 -2.39594 1.88617  -0.4398
13 C 2.74318 -4.03244 3.35547  -0.6620
14 F 2.10277 -4.28047 4.49579  0.1380
15 F 3.43686 -2.91085 3.51648  0.1435
16 F 3.58545 -5.02794 3.11856  0.1563
17 C -3.71820 -1.07436 -5.61403  -0.0136
18 C -3.81225 0.27670 -4.90557  -0.2973
19 C -5.24092 0.71160 -4.60998  -0.1267
20 C -5.91116 -0.26604 -3.65404  -0.1242
21 C -5.03661 -0.50792 -2.45239  -0.1242
22 C -5.58713 -1.02239 -1.30148  0.0765
23 C -4.80499 -1.17235 -0.15902  -0.2423
24 F -5.37962 -1.69521 0.92854  0.0943
25 C -3.50097 -0.76331 -0.11535  0.0650
26 C -2.89801 -0.27721 -1.28536  -0.0498
27 C -1.51065 0.09839 -1.30501  -0.2403
28 O -0.80394 0.32846 -0.22617  -0.2472
29 C -0.93782 0.31750 -2.56658  -0.0387
30 C -1.73751 0.39005 -3.67542  0.0433
31 N -3.05987 0.21353 -3.64559  0.0361
32 C -3.66496 -0.18759 -2.47520  -0.0630
33 C 0.56625 0.45103 -2.83960  -0.6258
34 O 0.91134 1.33079 -3.61191  0.0600
35 O 1.31881 -0.43473 -2.30789  -0.2923
36 H -4.31465 -1.06666 -6.52443  0.0928
37 H -4.06492 -1.88050 -4.96946  0.0892
38 H -2.68424 -1.28461 -5.88348  0.0870
39 H -3.33377 1.03513 -5.52957  0.1537
40 H -5.80062 0.79133 -5.54110  0.1262
41 H -5.21090 1.70238 -4.14991  0.1292
42 H -6.13378 -1.21022 -4.15641  0.1251
43 H -6.86041 0.15025 -3.31603  0.1271
44 H -6.62794 -1.31458 -1.28228  0.1408
45 H -2.91039 -0.89286 0.77520  0.1083
46 H -1.28425 0.63459 -4.62695  0.1630
47 C 5.60675 3.07568 -1.30738  -0.0954
48 C 6.25222 2.21968 -0.42836  -0.0880
49 C 5.76560 0.93715 -0.22355  -0.1134
50 C 4.62125 0.47792 -0.87657  -0.3308
51 C 3.98967 1.35488 -1.76349  -0.1406
52 C 4.47368 2.63518 -1.97553  -0.1063
53 Si 3.97914 -1.30942 -0.74622  0.6038
54 C 5.10072 -2.40180 0.33057  -0.3481
55 C 5.68290 -2.02146 1.53922  -0.1262
56 C 6.45545 -2.90945 2.27388  -0.0948
57 C 6.63338 -4.20913 1.82771  -0.0962
58 C 6.04044 -4.61720 0.64146  -0.0868
59 C 5.28666 -3.71996 -0.09396  -0.1350
60 H 5.98892 4.07443 -1.47537  0.0996
61 H 7.14302 2.54723 0.09245  0.0997
62 H 6.30494 0.27005 0.43443  0.0808
63 H 3.11743 1.02199 -2.30839  0.0705
64 H 3.96799 3.29003 -2.67302  0.1119
65 H 4.39467 -1.76670 -2.11899  -0.0091
66 H 5.52761 -1.01942 1.91835  0.0910
67 H 6.91218 -2.58881 3.20165  0.1033
68 H 7.22320 -4.90524 2.40867  0.1009
69 H 6.16849 -5.63331 0.29268  0.1034
70 H 4.83054 -4.04363 -1.02255  0.0936
71 C 1.95670 3.01222 -0.11449  -0.1864
72 Si 1.33707 2.20659 1.49556  0.4900
73 C 2.81480 1.26344 2.23032  -0.1758
74 C 1.05094 3.60279 2.76957  -0.2214
75 Si -0.89274 1.41544 1.15138  0.5634
76 Si -1.97787 3.18254 -0.11461  0.5032
77 C -1.33018 3.30398 -1.91067  -0.1735
78 C -3.86953 2.92483 -0.25933  -0.1914
79 C -1.71480 4.89469 0.66709  -0.2176
80 Si -2.12710 0.91076 3.12164  0.4531
81 C -3.89181 0.20012 3.14946  -0.2056
82 C -1.08263 0.03726 4.43833  -0.1999
83 C -2.39508 2.69447 3.77191  -0.2174
84 H 2.98903 3.34581 -0.00723  0.0353
85 H 1.35516 3.87560 -0.40035  0.0278
86 H 1.93769 2.30940 -0.94751  0.0073
87 H 3.62825 1.20234 1.50913  0.0040
88 H 2.53952 0.25436 2.51659  0.0101
89 H 3.18807 1.76521 3.12322  0.0363
90 H 1.91317 4.26926 2.79120  0.0376
91 H 0.93708 3.18767 3.77163  0.0250
92 H 0.17228 4.21158 2.56495  -0.0065
93 H -2.00289 2.82683 -2.62440  0.0214
94 H -0.35467 2.83127 -2.02051  0.0081
95 H -1.21507 4.34551 -2.21289  0.0428
96 H -4.11455 1.90583 -0.55994  -0.0031
97 H -4.30693 3.60102 -0.99521  0.0314
98 H -4.36412 3.11011 0.69446  0.0240
99 H -0.67846 5.21809 0.58021  0.0204
100 H -1.97603 4.90192 1.72409  0.0083
101 H -2.33294 5.64358 0.17193  0.0324
102 H -3.87814 -0.88697 3.13680  0.0275
103 H -4.50879 0.54507 2.31930  0.0172
104 H -4.39430 0.50466 4.06848  0.0375
105 H -1.26431 -1.03017 4.42486  0.0247
106 H -1.31245 0.40316 5.43870  0.0346
107 H -0.01855 0.18134 4.25574  0.0171
108 H -2.95734 3.30463 3.06416  0.0084
109 H -1.46078 3.21334 3.98134  0.0096
110 H -2.96373 2.67304 4.70136  0.0347

---

Record 3
ORCA calculation (ωB97M-V/def2-TZVPD) on a structure of composition C37H49N5SbSi3Zn.

Computed properties:
**E**: -125202.46437 eV
**LUMO energy**: -3.14 eV
**F_max**: 0.7 eV Å⁻¹
**Energy relative to the best compared isomer or geometry (same formula, charge and spin)**: 14.7 kcal per mole
**Charge**: +1

Last column: Löwdin charge in e.
Atoms and positions in Å:
1 Zn 0.53221 -0.15493 -1.35549  0.6640
2 C -0.22546 -2.54676 -5.01425  -0.0167
3 C 0.84028 -3.42886 -4.97306  -0.0244
4 C 1.88260 -3.17632 -4.09734  0.0022
5 C 1.83635 -2.04694 -3.28525  -0.2286
6 N 0.78128 -1.22867 -3.29837  0.0833
7 C -0.21620 -1.47066 -4.14456  -0.1108
8 C 2.95120 -1.69989 -2.36844  -0.2009
9 C 4.15789 -2.37982 -2.47083  0.0078
10 C 5.16864 -2.08131 -1.58269  -0.0151
11 C 4.97146 -1.07038 -0.66868  0.0121
12 C 3.76600 -0.36727 -0.65856  -0.1582
13 N 2.75760 -0.71097 -1.47979  0.1426
14 C 3.64477 0.82189 0.22602  -0.2286
15 C 4.67951 1.17380 1.09562  -0.0086
16 C 4.59645 2.35499 1.80782  -0.0418
17 C 3.48484 3.15949 1.63515  -0.0333
18 C 2.48480 2.70472 0.79296  -0.1876
19 N 2.54779 1.56304 0.11508  0.0937
20 H -1.05542 -2.69705 -5.68959  0.1191
21 H 0.86703 -4.30155 -5.61154  0.1209
22 H 2.70861 -3.86821 -4.04132  0.1084
23 H -1.04072 -0.77205 -4.12402  0.0957
24 H 4.32490 -3.11959 -3.23727  0.1106
25 H 6.10561 -2.62047 -1.61295  0.1243
26 H 5.76916 -0.82038 0.01005  0.1052
27 H 5.54312 0.54375 1.23840  0.1032
28 H 5.39519 2.64388 2.47772  0.1193
29 H 3.38826 4.10230 2.15472  0.1162
30 H 1.58555 3.28691 0.65179  0.0513
31 C -2.86639 2.33154 0.98430  -0.2999
32 Sb -0.79423 1.69648 0.84605  1.4590
33 C -0.82086 1.31381 -1.34148  -0.5737
34 C -2.04047 0.54058 -1.70703  -0.4708
35 C -3.29263 1.12404 -1.97084  -0.0688
36 C -4.34653 0.33521 -2.38921  -0.0484
37 C -4.15675 -1.03294 -2.54891  -0.0630
38 C -2.90207 -1.54002 -2.27743  -0.1641
39 N -1.87749 -0.78764 -1.87742  0.0522
40 Si -0.54211 2.74413 -2.54195  0.4312
41 C 1.23946 3.36627 -2.64578  -0.1792
42 C -1.64576 4.26626 -2.30821  -0.1795
43 C -0.92978 2.05232 -4.26304  -0.1634
44 C -0.79430 -0.20770 2.14498  -0.5152
45 C -0.07266 -1.40067 1.60216  -0.3821
46 C 0.25838 -2.45450 2.48152  -0.0630
47 C 0.80101 -3.63181 2.02850  -0.0286
48 C 0.98485 -3.79876 0.65905  -0.0427
49 C 0.67138 -2.73428 -0.14678  -0.1344
50 N 0.20625 -1.55013 0.29435  0.0630
51 Si -2.57471 -0.77732 2.62604  0.4889
52 C -3.55710 -1.26656 1.09517  -0.1547
53 C -2.60513 -2.37048 3.65353  -0.1661
54 C -3.39927 0.53499 3.70430  -0.1632
55 Si 0.15758 0.46247 3.70059  0.4543
56 C -0.13221 -0.45608 5.33676  -0.1692
57 C 2.00047 0.33897 3.29581  -0.1488
58 C -0.25943 2.25647 4.12692  -0.1992
59 H -2.99460 3.09307 0.21578  -0.0040
60 H -3.04000 2.78888 1.95638  -0.0068
61 H -3.58518 1.53365 0.82579  -0.0068
62 H -3.40990 2.19288 -1.86705  0.0897
63 H -5.31275 0.78010 -2.59264  0.1152
64 H -4.95709 -1.67965 -2.87973  0.1056
65 H -2.69813 -2.60133 -2.39246  0.1148
66 H 1.44057 4.18324 -1.95112  0.0260
67 H 1.41083 3.75073 -3.65410  0.0349
68 H 1.96331 2.57388 -2.46215  0.0060
69 H -1.68757 4.61338 -1.27288  0.0235
70 H -2.66778 4.08103 -2.64494  0.0239
71 H -1.25264 5.08436 -2.91656  0.0348
72 H -0.16971 1.32798 -4.56460  0.0188
73 H -0.93277 2.85423 -5.00437  0.0406
74 H -1.90616 1.56367 -4.30017  0.0271
75 H 0.05234 -2.33707 3.53276  0.0805
76 H 1.05274 -4.42345 2.72242  0.1209
77 H 1.35698 -4.72040 0.23518  0.1105
78 H 0.77165 -2.82890 -1.21967  0.0898
79 H -3.01701 -2.05124 0.56254  0.0326
80 H -3.74410 -0.45797 0.39005  0.0022
81 H -4.52435 -1.67743 1.39409  0.0462
82 H -2.21375 -3.21963 3.09117  0.0323
83 H -3.64455 -2.59824 3.90235  0.0444
84 H -2.05755 -2.29866 4.59456  0.0185
85 H -3.30116 1.54672 3.31482  -0.0091
86 H -2.97933 0.52251 4.71187  0.0280
87 H -4.46561 0.31738 3.79613  0.0468
88 H 0.36295 -1.42675 5.39138  0.0311
89 H -1.19272 -0.60565 5.54401  0.0118
90 H 0.27399 0.15428 6.14592  0.0406
91 H 2.34814 -0.69468 3.33679  0.0389
92 H 2.59747 0.92080 4.00112  0.0466
93 H 2.19829 0.71801 2.29213  -0.0063
94 H -1.31996 2.37972 4.36018  0.0261
95 H -0.00287 2.95704 3.33281  -0.0114
96 H 0.30519 2.53620 5.01896  0.0395

---

Question: Which formula does entry 1 have?
Answer: C37H49BrClF6O8